6
Properties=species:S:1:pos:R:3 method="wB97M-V/def2-TZVPD" e_above_lowest_kj_mol=96.7 e_tot_ev=-35647.700 charge=+1 homo_lumo_gap_ev=7.8 largest_force_ev_per_a=5.30
O 0.396 -0.398 -0.774
P -0.684 -0.084 -2.266
I -0.031 -1.766 -3.667
I -0.182 2.314 -2.631
I -3.020 -0.197 -1.732
H 0.126 0.049 0.052


4
Properties=species:S:1:pos:R:3 method="wB97M-V/def2-TZVPD" e_above_lowest_kj_mol=0.0 e_tot_ev=-12207.911 homo_lumo_gap_ev=8.4 largest_force_ev_per_a=2.28
O -0.148 -0.514 -0.286
O -1.503 -0.679 -2.604
I -1.906 -0.245 -0.954
H -0.028 -1.378 -0.626


5
Properties=species:S:1:pos:R:3 method="wB97M-V/def2-TZVPD" e_above_lowest_kj_mol=91.1 e_tot_ev=-46256.117 charge=+1 homo_lumo_gap_ev="6.6 / 7.6" largest_force_ev_per_a=4.05 multiplicity=6 s2=8.76
S 0.669 0.675 -0.497
O -0.833 0.583 -0.379
Mn -2.068 -0.889 0.012
O 1.301 -0.523 0.052
H -2.844 0.155 -1.128


6
Properties=species:S:1:pos:R:3 method="wB97M-V/def2-TZVPD" e_above_lowest_kj_mol=73.4 smiles="[O-]N(O)N=S" e_tot_ev=-17923.519 charge=-1 homo_lumo_gap_ev=7.0 largest_force_ev_per_a=2.59
N 1.176 -0.382 -0.077
N -0.051 -0.539 -0.020
O -0.939 0.681 0.370
O -0.637 -1.594 0.047
S 2.081 0.980 -0.004
H -1.630 0.853 -0.316


7
Properties=species:S:1:pos:R:3 method="wB97M-V/def2-TZVPD" e_above_lowest_kj_mol=512.3 e_tot_ev=-19971.008 charge=-1 homo_lumo_gap_ev="6.2 / 6.2" largest_force_ev_per_a=3.87
N -0.417 -1.994 0.113
N -0.879 -1.341 -0.660
O -1.620 -1.176 -1.586
O 0.912 1.467 -1.202
O 0.809 1.474 1.632
S -0.069 1.013 -0.163
H 1.265 0.556 1.865


7
Properties=species:S:1:pos:R:3 method="wB97M-V/def2-TZVPD" e_above_lowest_kj_mol=326.9 smiles="O=[N+]=NOOO" e_tot_ev=-11166.211 charge=+1 homo_lumo_gap_ev="9.0 / 9.0" largest_force_ev_per_a=4.74
N 1.023 -0.521 0.123
N 1.379 -0.988 1.147
O 2.076 -0.974 2.048
O -1.599 1.307 -0.639
O 0.217 -0.234 -0.727
O -1.307 0.110 -0.278
H -1.789 1.299 -1.674


8
Properties=species:S:1:pos:R:3 method="wB97M-V/def2-TZVPD" e_above_lowest_kj_mol=304.8 e_tot_ev=-22018.165 charge=-1 homo_lumo_gap_ev=8.8 largest_force_ev_per_a=5.90
N -0.326 0.234 0.423
N -0.964 -0.791 0.026
O 2.124 0.994 1.115
O -2.158 -0.655 -0.310
O -0.426 -1.887 0.020
O 1.578 0.826 -1.393
S 1.629 0.228 -0.079
H -1.457 1.051 0.198


8
Properties=species:S:1:pos:R:3 method="wB97M-V/def2-TZVPD" e_above_lowest_kj_mol=229.5 e_tot_ev=-22018.946 charge=-1 homo_lumo_gap_ev=9.0 largest_force_ev_per_a=7.14
N 0.484 -0.149 -0.384
N 0.764 1.047 -0.060
O 1.807 1.244 0.542
O -1.545 -0.888 1.253
O 0.068 1.919 -0.513
O -1.520 -1.850 -1.012
S -1.425 -0.613 -0.200
H 1.368 -0.711 0.374


8
Properties=species:S:1:pos:R:3 method="wB97M-V/def2-TZVPD" e_above_lowest_kj_mol=28.3 e_tot_ev=-13225.955 charge=-1 homo_lumo_gap_ev="7.2 / 6.2" largest_force_ev_per_a=7.86 multiplicity=3 s2=2.01
N 1.674 -0.061 0.051
N -1.718 0.041 -0.019
O 2.234 0.602 -0.779
O -0.825 0.689 0.559
O -2.860 0.346 0.164
O 2.174 -0.967 0.677
O -1.346 -0.879 -0.724
H 0.666 0.229 0.072


4
Properties=species:S:1:pos:R:3 method="wB97M-V/def2-TZVPD" e_above_lowest_kj_mol=158.2 e_tot_ev=-4482.942 homo_lumo_gap_ev="10.2 / 10.1" largest_force_ev_per_a=1.93
N 0.374 1.548 -3.266
N 0.280 0.888 -2.389
N 0.434 0.262 0.552
H -0.319 0.979 0.495


5
Properties=species:S:1:pos:R:3 method="wB97M-V/def2-TZVPD" e_above_lowest_kj_mol=17.6 smiles="N#N.N=O" e_tot_ev=-6531.833 homo_lumo_gap_ev=9.3 largest_force_ev_per_a=5.08
H -1.766 1.228 0.449
N 2.105 -0.422 0.287
N 1.900 0.545 -0.251
N -2.220 0.273 0.167
O -1.342 -0.501 -0.233


5
Properties=species:S:1:pos:R:3 method="wB97M-V/def2-TZVPD" e_above_lowest_kj_mol=259.0 e_tot_ev=-6529.330 homo_lumo_gap_ev="8.6 / 8.1" largest_force_ev_per_a=3.59
N 2.770 -0.179 -0.144
N 1.734 -0.109 0.255
N 0.434 0.557 -0.272
O 0.196 1.733 0.075
H -0.179 -0.253 -0.105


7
Properties=species:S:1:pos:R:3 method="wB97M-V/def2-TZVPD" e_above_lowest_kj_mol=452.5 e_tot_ev=-19409.192 homo_lumo_gap_ev="9.4 / 8.9" largest_force_ev_per_a=4.85
N -1.407 0.112 -0.017
N -1.002 -1.027 -0.028
N 1.127 -0.948 0.067
O -0.966 1.228 0.096
O 3.109 0.222 0.207
S 1.727 0.431 -0.187
H -2.588 -0.018 -0.139


5
Properties=species:S:1:pos:R:3 method="wB97M-V/def2-TZVPD" e_above_lowest_kj_mol=64.1 smiles="N#N.N=S" e_tot_ev=-15319.797 homo_lumo_gap_ev="7.4 / 7.3" largest_force_ev_per_a=4.20
N 0.582 2.100 -2.546
N 1.178 1.887 -3.461
N 0.072 0.510 0.521
S 1.005 1.453 -0.215
H -0.689 0.010 0.102


7
Properties=species:S:1:pos:R:3 method="wB97M-V/def2-TZVPD" e_above_lowest_kj_mol=261.3 e_tot_ev=-10055.377 charge=+1 homo_lumo_gap_ev="9.8 / 9.8" largest_force_ev_per_a=5.15
N 0.003 2.337 -1.895
N 0.291 1.648 -1.134
N 0.333 0.046 -0.368
N 1.489 -0.565 -0.536
O 1.316 -1.515 0.164
O 2.388 -0.149 -1.138
H -0.074 0.084 0.647


8
Properties=species:S:1:pos:R:3 method="wB97M-V/def2-TZVPD" e_above_lowest_kj_mol=0.0 e_tot_ev=-20344.660 charge=-2 homo_lumo_gap_ev=4.9 largest_force_ev_per_a=1.87
N 0.326 0.004 -1.028
N 0.951 -0.580 0.982
N -0.023 -1.347 0.594
N -0.440 -0.966 -0.608
N 1.164 0.265 -0.014
O -2.437 0.201 -0.043
S 2.351 1.443 -0.010
H -1.893 0.981 0.127


4
Properties=species:S:1:pos:R:3 method="wB97M-V/def2-TZVPD" e_above_lowest_kj_mol=9.8 smiles="O=NO" e_tot_ev=-5598.453 homo_lumo_gap_ev=11.1 largest_force_ev_per_a=3.30
H 0.423 -0.878 -0.427
N -0.415 0.550 0.480
O 0.227 1.117 -0.373
O -0.234 -0.789 0.320


5
Properties=species:S:1:pos:R:3 method="wB97M-V/def2-TZVPD" e_above_lowest_kj_mol=313.4 e_tot_ev=-16431.353 homo_lumo_gap_ev="9.1 / 9.0" largest_force_ev_per_a=2.84
N 0.201 0.686 0.009
O 2.928 1.083 -1.012
O 3.246 -1.296 -0.558
S 2.341 -0.147 -0.609
H -0.089 0.225 0.850


6
Properties=species:S:1:pos:R:3 method="wB97M-V/def2-TZVPD" e_above_lowest_kj_mol=31.8 smiles="O=S1(=O)NS1" e_tot_ev=-27268.987 homo_lumo_gap_ev=9.1 largest_force_ev_per_a=2.62
N 0.411 -0.533 0.120
O 2.190 -0.133 2.174
O 1.137 1.784 1.131
S 1.965 -0.158 -0.882
S 1.476 0.379 1.059
H -0.417 0.004 -0.078


8
Properties=species:S:1:pos:R:3 method="wB97M-V/def2-TZVPD" e_above_lowest_kj_mol=146.3 e_tot_ev=-48939.255 homo_lumo_gap_ev="6.9 / 6.7" largest_force_ev_per_a=1.52
N 1.109 -0.251 -0.641
O 0.549 2.186 -0.412
O 0.089 0.672 1.491
S -0.359 -2.255 -0.334
S -1.714 -1.173 0.509
S -1.775 0.501 -0.651
S 0.250 0.884 0.080
H 1.851 -0.564 -0.042